<a>
ORCA calculation (ωB97M-V/def2-TZVPD) on a 16-piece molecular cluster, C32H96O16 overall.

Computed properties:
E_HOMO ... -9.0 eV
Molecular weight ... 737.1 g/mol

CARTESIAN COORDINATES (ANGSTROEM)
O -3.048 -3.271 -5.325
O -1.877 -6.066 -0.897
O -0.067 0.087 -1.331
O 2.695 2.744 -4.279
O 0.054 -2.471 3.959
O -0.351 2.867 1.633
O 1.469 -2.074 -2.050
O 0.174 1.909 -3.436
O -5.052 -1.406 0.427
O -6.040 4.019 0.979
O -0.706 3.462 -1.122
O 4.408 1.118 2.804
O 3.760 3.469 1.271
O 4.042 -1.724 -1.108
O 1.967 -4.022 2.640
O -0.458 0.012 5.034
C -2.442 -5.017 -0.137
C -0.200 1.231 4.274
C 0.522 3.611 3.685
C 5.324 -0.186 0.154
C 3.300 -0.889 3.532
C -1.825 5.514 -0.636
C 0.821 -3.262 -1.588
C 4.147 -3.668 1.733
C 3.932 -0.608 -0.246
C -0.157 0.546 0.017
C -3.853 -4.733 -0.581
C -4.025 2.743 1.025
C -2.036 -3.377 4.707
C 3.150 0.458 2.851
C -3.378 -0.947 -1.206
C 3.091 0.398 -3.956
C 3.150 2.884 -1.007
C 3.662 1.700 -4.482
C 1.424 -4.457 -2.293
C -0.391 3.973 2.543
C -0.299 -0.615 0.967
C 2.659 3.232 0.392
C -1.222 -2.925 3.511
C -1.498 1.712 3.634
C -0.603 1.743 -4.626
C 3.066 -3.115 2.650
C -3.642 -1.262 0.242
C -5.122 3.310 0.150
C -2.038 1.401 -4.289
C -1.618 4.427 -1.640
C -2.391 -2.609 -4.227
C -1.183 -1.838 -4.738
H -1.739 -2.123 2.971
H -3.071 -3.589 4.418
H -0.398 2.919 -1.866
H -3.932 -4.199 -1.528
H 2.303 0.002 -4.601
H -1.433 4.073 2.875
H 2.599 0.531 -2.993
H 3.457 4.138 1.894
H 0.725 1.138 0.287
H -2.016 0.858 3.197
H -2.097 -2.565 5.437
H 0.943 -3.315 -0.498
H 3.927 1.622 -5.540
H -3.514 1.923 0.504
H -2.109 -3.358 -3.484
H -3.790 -1.721 -1.851
H -0.753 -1.285 -3.901
H 4.605 1.939 -3.982
H 2.349 2.788 -1.738
H -2.536 1.181 -5.236
H -6.727 4.374 0.404
H -0.443 -0.249 1.983
H -3.963 -3.404 -5.064
H -0.435 -2.503 -5.170
H 5.945 -0.065 -0.733
H 5.326 0.755 0.706
H 2.804 3.445 -4.928
H 0.611 -1.223 0.980
H 3.232 -0.817 0.576
H -1.300 2.458 2.862
H -1.112 -1.301 0.725
H -3.269 -0.504 0.943
H -5.179 -1.696 1.337
H -2.543 2.172 -3.711
H -2.095 0.462 -3.739
H -3.094 -2.170 0.524
H 3.883 -0.345 -3.877
H 0.681 4.447 4.374
H -0.151 0.993 -5.282
H 4.079 -1.458 3.012
H 3.672 -0.907 4.557
H 2.744 -2.140 2.270
H 2.792 0.245 1.837
H -0.599 3.144 0.729
H 3.432 0.224 -0.775
H 1.530 3.490 3.275
H -0.847 0.319 5.859
H 2.111 2.366 0.771
H -1.099 -3.749 2.806
H -0.255 -3.187 -1.777
H 3.720 1.952 -0.978
H -1.497 -1.132 -5.505
H -2.277 5.108 0.271
H -1.004 1.237 0.092
H 3.821 -3.625 0.698
H -3.812 0.005 -1.517
H -2.415 6.373 -0.952
H -0.858 5.920 -0.320
H -0.071 -1.564 4.316
H -4.374 -4.078 0.126
H -0.117 4.913 2.054
H -4.638 3.982 -0.572
H -4.413 2.152 1.865
H -2.145 2.145 4.399
H 4.279 1.947 2.311
H 3.144 -2.005 -1.376
H -4.473 -5.631 -0.566
H 0.208 1.980 4.956
H -2.309 -0.905 -1.428
H 1.267 -4.319 -3.365
H -1.384 4.755 -2.661
H -5.632 2.520 -0.408
H 3.826 3.647 -1.402
H -0.560 2.671 -5.209
H -3.099 -1.841 -3.906
H 5.024 -3.021 1.846
H -2.456 -5.291 0.929
H 5.772 -0.980 0.754
H -0.962 -6.181 -0.620
H 1.233 -3.555 3.083
H -2.560 3.888 -1.839
H -1.598 -4.221 5.235
H 3.455 -3.009 3.667
H 0.116 0.862 -1.892
H 2.412 1.066 3.385
H 0.876 -1.315 -1.872
H 1.010 2.333 -3.725
H 0.963 -5.415 -2.049
H -1.843 -4.094 -0.174
H 2.345 -1.405 3.410
H 2.490 -4.553 -2.084
H 4.460 -4.650 2.086
H 0.224 2.701 4.197
H 1.998 4.095 0.278
H -3.275 3.408 1.443
H 0.583 0.966 3.564

These are the Löwdin partial charges, in e, on atoms 1 to 99:
1 O -0.0803
2 O -0.0660
3 O -0.0987
4 O -0.1045
5 O -0.1133
6 O -0.1590
7 O -0.1177
8 O -0.1343
9 O -0.0715
10 O -0.0726
11 O -0.0976
12 O -0.0773
13 O -0.0746
14 O -0.0929
15 O -0.0787
16 O -0.0797
17 C -0.3387
18 C -0.2885
19 C -0.0640
20 C -0.0583
21 C -0.1135
22 C -0.0731
23 C -0.3002
24 C -0.0498
25 C -0.3315
26 C -0.2700
27 C -0.0795
28 C -0.0799
29 C -0.0766
30 C -0.2912
31 C -0.0716
32 C -0.0673
33 C -0.0598
34 C -0.2669
35 C -0.0596
36 C -0.2936
37 C -0.0355
38 C -0.2856
39 C -0.2987
40 C -0.0660
41 C -0.2743
42 C -0.3898
43 C -0.3343
44 C -0.3093
45 C -0.0644
46 C -0.3013
47 C -0.3003
48 C -0.0808
49 H 0.0947
50 H 0.0732
51 H 0.0523
52 H 0.0654
53 H 0.0781
54 H 0.1075
55 H 0.0546
56 H 0.0907
57 H 0.0911
58 H 0.0836
59 H 0.0689
60 H 0.1080
61 H 0.1142
62 H 0.0623
63 H 0.1058
64 H 0.0569
65 H 0.0581
66 H 0.1118
67 H 0.0561
68 H 0.0883
69 H 0.0823
70 H 0.0592
71 H 0.0748
72 H 0.0835
73 H 0.0803
74 H 0.0618
75 H 0.1015
76 H 0.0813
77 H 0.0806
78 H 0.0044
79 H 0.0543
80 H 0.0946
81 H 0.0841
82 H 0.0705
83 H 0.0456
84 H 0.0806
85 H 0.0899
86 H 0.1024
87 H 0.1083
88 H 0.0644
89 H 0.1058
90 H 0.0481
91 H 0.0799
92 H 0.0532
93 H 0.0765
94 H 0.0844
95 H 0.1041
96 H 0.0781
97 H 0.1086
98 H 0.0943
99 H 0.0499

***

<b>
ORCA calculation (ωB97M-V/def2-TZVPD) on a 16-piece molecular cluster, C32H96O16 overall.

Computed properties:
E_HOMO ... -9.5 eV
Molecular weight ... 737.1 g/mol

CARTESIAN COORDINATES (ANGSTROEM)
O -3.098 -4.087 2.017
O 0.203 4.419 2.760
O 2.571 -4.491 0.945
O 1.033 -3.004 3.147
O 3.870 0.486 4.764
O 0.752 0.426 -0.967
O 2.976 2.045 -3.762
O -6.851 1.529 -0.509
O 1.711 -1.618 -3.267
O 3.777 -0.734 -1.747
O -3.746 -1.695 3.245
O -2.617 -0.037 5.105
O -1.039 -2.291 -3.241
O 2.883 1.591 -0.626
O -0.607 5.114 -1.838
O -1.898 0.052 -1.904
C -4.284 -0.755 2.321
C -1.479 1.382 -3.836
C 1.779 -0.974 -4.526
C 0.845 -0.786 -0.213
C 1.686 1.535 4.733
C 3.927 3.096 -3.691
C 0.456 -0.527 1.239
C 1.983 -5.171 -1.281
C 2.993 1.310 3.982
C -0.679 4.539 1.648
C -5.481 1.336 -0.839
C 0.368 -3.483 4.327
C 4.644 -1.764 0.293
C -2.344 1.215 -2.590
C -1.605 -4.653 -3.653
C -1.998 -3.191 -3.793
C -2.694 -3.084 -0.154
C 0.067 4.147 -2.624
C 3.676 2.355 0.260
C 0.385 4.701 -4.013
C 5.332 2.602 -3.379
C -2.085 -3.806 1.046
C 4.387 -1.906 -1.204
C 2.848 3.425 0.952
C 1.887 -2.082 -5.592
C -1.973 3.807 1.968
C -1.658 2.059 5.592
C 1.647 -4.273 -0.114
C -2.135 1.144 4.482
C -5.629 -1.229 1.813
C -0.450 -2.342 4.918
C -4.589 2.081 0.117
H 5.866 2.386 -4.308
H 3.196 -1.085 -2.446
H -2.337 2.110 -1.963
H -7.340 0.820 -0.938
H -3.597 -0.483 1.510
H 1.676 -3.206 -0.373
H -5.354 1.613 -1.896
H -6.313 -1.415 2.641
H -2.981 1.615 3.965
H -4.879 1.925 1.156
H -1.211 -2.005 4.217
H 4.129 1.658 0.977
H -1.507 -1.485 -2.965
H 2.117 -1.717 -6.598
H 0.176 -1.464 5.098
H -3.375 -3.752 -0.682
H 3.605 3.724 -2.846
H -6.118 -0.512 1.150
H 1.092 0.623 4.798
H -2.386 3.929 2.971
H -2.177 -2.974 -4.850
H 1.999 2.981 1.474
H -4.399 0.195 2.851
H -0.841 1.610 6.155
H 1.885 1.825 5.766
H 3.879 3.729 -4.576
H 5.902 3.394 -2.890
H -3.551 1.739 0.083
H 3.708 -2.750 -1.351
H -1.822 2.727 1.878
H 2.621 -0.292 -4.663
H 0.897 -0.366 -4.750
H 3.340 0.790 -0.957
H -2.921 -3.031 -3.224
H 1.816 -6.232 -1.102
H 4.478 1.067 5.231
H -0.204 4.154 0.745
H 0.904 -2.554 -5.658
H 1.011 5.581 -3.863
H 3.704 -1.895 0.830
H -0.909 -2.579 5.878
H -3.570 -2.515 2.740
H 2.802 0.716 3.084
H 5.076 -0.795 0.545
H 2.784 1.789 -2.854
H -1.661 2.296 -4.411
H -1.312 -3.176 1.501
H 2.650 -2.807 -5.317
H -5.554 -2.157 1.239
H -0.471 0.049 1.290
H -3.202 -2.168 0.140
H -0.561 4.912 -4.513
H 2.204 -4.023 1.708
H -1.044 0.238 -1.463
H 1.129 2.305 4.194
H -2.472 2.342 6.258
H -1.277 3.000 5.182
H -0.505 3.221 -2.664
H -0.621 -4.792 -4.107
H -1.482 -4.984 -2.619
H 0.257 -1.481 1.740
H 5.318 -2.564 0.597
H -1.876 -2.851 -0.838
H 2.382 4.101 0.230
H -2.669 -4.639 2.681
H -0.437 1.512 -3.518
H -1.447 0.543 -4.531
H 0.024 5.171 3.329
H -2.369 -5.283 -4.105
H 1.347 -4.897 -2.130
H 0.821 -1.966 -3.133
H 3.420 2.259 3.653
H 0.113 -1.473 -0.648
H 1.089 -3.864 5.057
H 1.035 3.925 -2.151
H -4.562 3.140 -0.139
H 0.024 5.806 -1.621
H 1.188 0.035 1.823
H 5.332 1.688 -2.786
H -3.387 1.073 -2.882
H -0.887 5.595 1.444
H -2.789 4.052 1.281
H 1.577 0.923 -0.847
H 0.611 -4.457 0.197
H 5.321 -2.127 -1.732
H 2.988 -5.007 -1.672
H 1.813 -1.272 -0.354
H 0.925 3.974 -4.621
H -5.208 0.270 -0.865
H -1.564 -4.707 0.712
H 4.531 2.799 -0.268
H -0.240 -4.352 4.071
H -3.024 -0.608 4.424
H -1.352 0.914 3.750
H 1.777 -2.501 3.504
H 3.477 3.998 1.630

These are the Löwdin partial charges, in e, on atoms 1 to 99:
1 O -0.0804
2 O -0.0964
3 O -0.0755
4 O -0.1168
5 O -0.0822
6 O -0.1041
7 O -0.0915
8 O -0.0740
9 O -0.1002
10 O -0.1123
11 O -0.0993
12 O -0.0990
13 O -0.1160
14 O -0.1134
15 O -0.0789
16 O -0.1036
17 C -0.3084
18 C -0.0813
19 C -0.2848
20 C -0.2813
21 C -0.0782
22 C -0.3124
23 C -0.0392
24 C -0.0709
25 C -0.3094
26 C -0.2960
27 C -0.3427
28 C -0.2758
29 C -0.0609
30 C -0.2800
31 C -0.0778
32 C -0.2970
33 C -0.0495
34 C -0.3166
35 C -0.2685
36 C -0.0739
37 C -0.0795
38 C -0.2840
39 C -0.2697
40 C -0.0645
41 C -0.0724
42 C -0.0765
43 C -0.0841
44 C -0.3145
45 C -0.3316
46 C -0.0628
47 C -0.0668
48 C -0.0885
49 H 0.0706
50 H 0.0509
51 H 0.1072
52 H 0.0834
53 H 0.1003
54 H 0.0773
55 H 0.1014
56 H 0.0848
57 H 0.0941
58 H 0.0750
59 H 0.0541
60 H 0.1070
61 H 0.0508
62 H 0.0713
63 H 0.0645
64 H 0.0840
65 H 0.0980
66 H 0.0553
67 H 0.0519
68 H 0.0719
69 H 0.1121
70 H 0.0613
71 H 0.1004
72 H 0.0652
73 H 0.0816
74 H 0.1123
75 H 0.0721
76 H 0.0581
77 H 0.0938
78 H 0.0611
79 H 0.1004
80 H 0.1025
81 H 0.0629
82 H 0.1073
83 H 0.0772
84 H 0.0785
85 H 0.0911
86 H 0.0618
87 H 0.0745
88 H 0.0558
89 H 0.0867
90 H 0.0510
91 H 0.0836
92 H 0.0707
93 H 0.0483
94 H 0.0801
95 H 0.0957
96 H 0.0728
97 H 0.0750
98 H 0.0724
99 H 0.0593

***

<b> takes first place; second place is 4.715 eV up.

***

<a>
ORCA calculation (ωB97M-V/def2-TZVPD) on one molecule with the formula C4H7F2N.

Computed properties:
E_HOMO ... -10.6 eV
Molecular weight ... 107.1 g/mol

CARTESIAN COORDINATES (ANGSTROEM)
F 0.187 -1.945 -0.321
F 2.453 -0.649 -1.395
N 1.307 1.408 -1.174
C 1.511 0.183 -0.934
C 0.651 -0.758 0.352
C -1.755 0.183 0.147
C -0.502 -0.026 0.952
H -2.574 0.345 0.939
H -0.653 -0.626 1.842
H -1.920 1.063 -0.554
H 1.869 1.916 -1.834
H -0.020 0.921 1.226
H -2.028 -0.915 -0.221
H 1.474 -1.101 0.977

Formally, the Löwdin partial charges of the atoms, in units of the elementary charge, are as follows:
1 F -0.0705
2 F 0.0624
3 N 0.1653
4 C -0.2977
5 C -0.1727
6 C -0.1130
7 C -0.2726
8 H 0.0825
9 H 0.1123
10 H 0.0902
11 H 0.0550
12 H 0.1153
13 H 0.1137
14 H 0.1298

***

<b>
ORCA calculation (ωB97M-V/def2-TZVPD) on one molecule with the formula C4H7F2N.

Computed properties:
E_HOMO ... -9.5 eV
Molecular weight ... 107.1 g/mol

CARTESIAN COORDINATES (ANGSTROEM)
F -1.467 -1.284 -0.561
F -3.088 0.067 0.211
N 2.253 -0.052 0.186
C 0.923 -0.654 -0.167
C -1.755 -0.225 0.249
C -1.094 0.892 -0.317
C 0.119 0.623 -0.640
H -1.722 1.678 -0.570
H 0.660 1.630 -0.867
H -1.498 -0.312 1.369
H 1.075 -1.199 -1.000
H 2.144 0.470 1.073
H 0.303 -1.089 0.683
H 3.145 -0.546 0.351

Formally, the Löwdin partial charges of the atoms, in units of the elementary charge, are as follows:
1 F 0.0506
2 F 0.0389
3 N -0.0361
4 C -0.2009
5 C -0.4460
6 C -0.0917
7 C -0.0728
8 H 0.1070
9 H 0.1429
10 H 0.1836
11 H 0.0688
12 H 0.0699
13 H 0.1162
14 H 0.0695

***

<a> takes first place; second place is 0.876 eV up.

***

<a>
ORCA calculation (ωB97M-V/def2-TZVPD) on a 2-piece molecular cluster, C7H12S overall.

Computed properties:
E_HOMO ... -9.0 eV
Molecular weight ... 128.2 g/mol

CARTESIAN COORDINATES (ANGSTROEM)
S -0.618 3.336 1.493
C 0.864 -0.908 0.414
C -0.964 0.348 -1.078
C 0.563 -2.424 0.396
C 0.515 -2.677 -1.087
C 0.436 -1.564 -1.775
C -0.794 4.528 2.527
C 0.441 -0.285 -0.970
H -1.453 0.081 -1.993
H -1.486 5.322 2.328
H -0.908 1.416 -0.967
H -1.643 -0.254 -0.410
H 1.340 -2.985 0.927
H 1.321 0.477 -1.254
H 0.604 -3.682 -1.526
H 0.255 -0.427 1.241
H -0.242 4.694 3.408
H -0.536 -2.622 0.701
H 0.386 -1.603 -2.899
H 1.922 -0.770 0.526

Formally, the Löwdin partial charges of the atoms, in units of the elementary charge, are as follows:
1 S 0.6398
2 C -0.1764
3 C -0.0775
4 C -0.1896
5 C -0.1321
6 C -0.1352
7 C -0.5897
8 C -0.3482
9 H 0.0549
10 H -0.0103
11 H 0.0352
12 H 0.1014
13 H 0.1034
14 H 0.1670
15 H 0.1064
16 H 0.1177
17 H -0.0157
18 H 0.1334
19 H 0.1217
20 H 0.0937

***

<b>
ORCA calculation (ωB97M-V/def2-TZVPD) on one molecule with the formula C7H12S.

Computed properties:
E_HOMO ... -8.3 eV
Molecular weight ... 128.2 g/mol

CARTESIAN COORDINATES (ANGSTROEM)
S 0.320 1.912 -0.629
C -1.446 0.250 0.908
C 1.035 0.003 0.897
C -2.503 -0.511 0.505
C 2.394 -1.593 -0.508
C 2.153 -0.756 0.582
C -0.067 0.231 0.061
C -2.453 -1.284 -0.804
H 0.841 0.396 1.974
H -3.187 -0.651 1.219
H 2.962 -0.692 1.278
H 1.757 -1.598 -1.445
H -2.643 -2.375 -0.402
H -3.258 -1.054 -1.593
H 3.471 -1.530 -0.855
H 0.721 2.569 0.489
H 2.203 -2.716 -0.365
H -1.314 0.755 1.894
H 0.114 -0.518 -0.736
H -1.461 -1.209 -1.235

Formally, the Löwdin partial charges of the atoms, in units of the elementary charge, are as follows:
1 S 0.7351
2 C -0.0801
3 C -0.2559
4 C -0.1543
5 C -0.1579
6 C -0.1935
7 C -0.6653
8 C -0.0930
9 H 0.1357
10 H 0.0446
11 H 0.0928
12 H 0.0890
13 H 0.1103
14 H 0.0966
15 H 0.0981
16 H -0.1265
17 H 0.1073
18 H 0.1077
19 H 0.0764
20 H 0.0329

***

<c>
ORCA calculation (ωB97M-V/def2-TZVPD) on one molecule with the formula C7H12S.

Computed properties:
E_HOMO ... -8.0 eV
Molecular weight ... 128.2 g/mol

CARTESIAN COORDINATES (ANGSTROEM)
S 1.463 -0.884 1.510
C -0.747 0.787 1.464
C 0.508 0.113 -2.526
C 0.042 -0.336 2.298
C 1.299 0.281 0.149
C -0.268 0.391 0.050
C -1.042 -0.982 -0.369
C 0.720 0.701 -1.217
H -0.733 0.006 -2.684
H 1.047 0.596 -3.427
H 1.143 -1.033 -2.561
H -0.539 -1.774 -1.062
H 0.878 1.711 -1.229
H 0.248 0.119 3.283
H -1.268 -1.526 0.641
H -0.212 1.740 1.819
H -0.605 -1.192 2.484
H -1.827 0.757 1.386
H 1.958 1.134 0.728
H -2.064 -0.610 -0.737

Formally, the Löwdin partial charges of the atoms, in units of the elementary charge, are as follows:
1 S 0.8532
2 C -0.1474
3 C -0.1234
4 C -0.5571
5 C -0.4737
6 C -0.3979
7 C -0.0858
8 C -0.2850
9 H 0.1395
10 H 0.0823
11 H 0.1581
12 H 0.0973
13 H 0.0883
14 H 0.0735
15 H 0.0762
16 H 0.1320
17 H 0.0499
18 H 0.0998
19 H 0.1278
20 H 0.0924

***

<a> takes first place; second place is 0.877 eV up.